(1)
{
  "formula": "C2H4NP",
  "method": "ωB97M-V with the def2-TZVPD basis set",
  "mol_weight_g_mol": 73.0,
  "e_lumo_ev": -0.234,
  "total_charge": 0,
  "homo_energy_ev": -10.063,
  "smiles": "C=C.N#P",
  "elements": ["P", "N", "C", "C", "H", "H", "H", "H"],
  "positions_angstrom": [[-0.483, -3.033, -1.264], [-0.892, -3.079, 0.180], [-0.220, 1.427, 0.341], [0.625, 0.458, -0.038], [-0.635, 1.540, 1.295], [-0.414, 2.258, -0.266], [1.137, 0.767, -0.882], [0.883, -0.340, 0.633]]
}



(2)
{
  "formula": "C2H4NP",
  "method": "ωB97M-V with the def2-TZVPD basis set",
  "mol_weight_g_mol": 73.0,
  "e_lumo_ev": [-1.333, -1.275],
  "total_charge": 0,
  "homo_energy_ev": [-8.520, -8.409],
  "elements": ["P", "N", "C", "C", "H", "H", "H", "H"],
  "positions_angstrom": [[1.917, 0.877, -1.689], [-1.549, -0.701, 0.776], [0.756, 0.248, -0.217], [-0.870, -0.127, -0.091], [1.392, -0.563, 0.218], [0.982, 1.217, 0.391], [-1.445, -0.032, -1.030], [-1.183, -0.918, 1.642]]
}



(3)
{
  "formula": "C2H4NP",
  "method": "ωB97M-V with the def2-TZVPD basis set",
  "mol_weight_g_mol": 73.0,
  "e_lumo_ev": [0.055, 0.057],
  "total_charge": 0,
  "homo_energy_ev": [-7.732, -7.730],
  "elements": ["P", "N", "C", "C", "H", "H", "H", "H"],
  "positions_angstrom": [[-1.712, -0.284, -0.151], [0.513, -0.224, 0.254], [1.114, 0.357, -0.685], [-0.404, -1.091, 0.716], [-0.164, -1.906, 1.486], [-2.171, -1.445, 0.472], [-2.612, 0.929, 0.491], [1.374, 0.295, -1.655]]
}



Bottom line: (1), by a margin of 0.0682 hartree.



(1)
{
  "formula": "C2H4NP",
  "method": "ωB97M-V with the def2-TZVPD basis set",
  "mol_weight_g_mol": 73.0,
  "e_lumo_ev": 1.179,
  "total_charge": 0,
  "homo_energy_ev": -7.822,
  "smiles": "PN1C=C1",
  "elements": ["P", "N", "C", "C", "H", "H", "H", "H"],
  "positions_angstrom": [[-1.575, 0.064, 0.294], [0.119, 0.682, -0.058], [0.934, -0.429, -0.238], [1.396, 0.192, 0.779], [-2.183, 1.003, -0.509], [0.879, -1.263, -0.951], [-1.700, -0.785, -0.826], [2.130, 0.537, 1.509]]
}



(2)
{
  "formula": "C2H4NP",
  "method": "ωB97M-V with the def2-TZVPD basis set",
  "mol_weight_g_mol": 73.0,
  "e_lumo_ev": -0.060,
  "total_charge": 0,
  "homo_energy_ev": -9.671,
  "smiles": "[H]/N=C/P=C",
  "elements": ["P", "N", "C", "C", "H", "H", "H", "H"],
  "positions_angstrom": [[-0.395, -0.099, -1.269], [1.958, -0.728, -0.220], [-1.605, 0.555, -0.347], [0.794, -0.343, 0.091], [-1.358, 0.398, 0.771], [-2.575, 0.929, -0.658], [2.613, -0.769, 0.534], [0.568, 0.057, 1.099]]
}



(3)
{
  "formula": "C2H4NP",
  "method": "ωB97M-V with the def2-TZVPD basis set",
  "mol_weight_g_mol": 73.0,
  "e_lumo_ev": 1.088,
  "total_charge": 0,
  "homo_energy_ev": -9.814,
  "smiles": "P[C@H]1C=N1",
  "elements": ["P", "N", "C", "C", "H", "H", "H", "H"],
  "positions_angstrom": [[1.449, 0.042, -0.035], [-1.524, 0.758, 0.114], [-1.425, -0.475, 0.032], [-0.275, 0.062, -0.628], [1.242, -0.777, 1.053], [1.246, 1.219, 0.665], [-0.475, 0.259, -1.671], [-2.015, -1.435, 0.213]]
}



Bottom line: (2), by a margin of 0.0363 hartree.



(1)
{
  "formula": "C2H4NP",
  "method": "ωB97M-V with the def2-TZVPD basis set",
  "mol_weight_g_mol": 73.0,
  "e_lumo_ev": [0.295, 0.294],
  "total_charge": 0,
  "homo_energy_ev": [-7.926, -7.930],
  "elements": ["P", "N", "C", "C", "H", "H", "H", "H"],
  "positions_angstrom": [[-1.407, 0.418, -0.225], [-0.337, 1.567, -1.069], [0.483, -0.544, 1.286], [-0.378, 0.425, -1.634], [0.003, -0.206, -2.333], [-0.162, -0.991, 2.029], [0.694, 0.486, 1.301], [1.105, -1.155, 0.645]]
}



(2)
{
  "formula": "C2H4NP",
  "method": "ωB97M-V with the def2-TZVPD basis set",
  "mol_weight_g_mol": 73.0,
  "e_lumo_ev": [-0.237, -0.289],
  "total_charge": 0,
  "homo_energy_ev": [-9.007, -8.961],
  "elements": ["P", "N", "C", "C", "H", "H", "H", "H"],
  "positions_angstrom": [[0.353, 1.326, -2.037], [1.058, 0.385, 0.657], [0.835, 0.690, -0.430], [-1.306, -0.617, 1.937], [-0.670, -0.976, 2.773], [-1.990, 0.293, 2.145], [1.478, 2.012, -2.561], [-0.127, 2.361, -1.405]]
}



Bottom line: (1), by a margin of 0.0740 hartree.



(1)
{
  "formula": "C2H4NP",
  "method": "ωB97M-V with the def2-TZVPD basis set",
  "mol_weight_g_mol": 73.0,
  "e_lumo_ev": [-0.493, -0.491],
  "total_charge": 0,
  "homo_energy_ev": [-6.925, -6.926],
  "elements": ["P", "N", "C", "C", "H", "H", "H", "H"],
  "positions_angstrom": [[-1.712, 0.520, -0.049], [1.864, 0.861, -0.067], [-0.182, -0.799, 0.238], [0.960, 0.064, -0.046], [-0.261, -1.014, 1.272], [-1.930, 0.304, -1.359], [-0.354, -1.777, -0.161], [1.615, 1.840, 0.173]]
}



(2)
{
  "formula": "C2H4NP",
  "method": "ωB97M-V with the def2-TZVPD basis set",
  "mol_weight_g_mol": 73.0,
  "e_lumo_ev": 0.794,
  "total_charge": 0,
  "homo_energy_ev": -9.986,
  "smiles": "PC1=NC1",
  "elements": ["P", "N", "C", "C", "H", "H", "H", "H"],
  "positions_angstrom": [[-0.689, 0.824, -1.384], [0.305, 0.569, 1.371], [0.033, 0.382, 0.157], [0.924, -0.594, 0.663], [-1.793, 1.427, -0.613], [-1.455, -0.423, -1.571], [0.579, -1.543, 0.939], [2.097, -0.641, 0.438]]
}



Bottom line: (2), by a margin of 0.0367 hartree.